Molecular formula: C2H9NO2
Method: DFT, the ωB97M-V functional and the def2-TZVPD basis

Calculated values
E_HOMO (spin up / spin down), eV: -14.96 / -14.94
2S+1: 2
Net charge: +1
Relative energy (zero: lowest compared OMol25 entry of this formula, charge and spin), kJ/mol: 190.7
Frontier orbital gap (spin up / spin down), eV: 9.284 / 5.641

```
14
C2H9NO2 | the Open Molecules 2025 dataset | the ωB97M-V functional and the def2-TZVPD basis
C -0.52 -1.09 0.70
C -2.12 0.68 0.64
N -0.98 0.23 0.41
H -0.25 -1.12 1.75
H -1.24 -1.88 0.48
H 0.44 -1.33 0.19
H -2.43 1.66 0.23
H -2.71 0.13 1.38
H 1.88 -0.14 -1.25
H 2.89 -1.32 -1.35
O 2.09 -1.02 -0.90
H 0.30 1.35 -0.61
H 1.56 2.22 -0.55
O 1.08 1.62 -1.12
```